ORCA calculation (ωB97M-V/def2-TZVPD) on 2 unconnected molecules or ions with the total composition C3H9NS2 in a non-equilibrium geometry.

Each atom is followed by the atoms it is bonded to, with distances in Å.
Geometry (Å):
1 H -0.62274 -3.22314 -0.85569  C12 1.081
2 N 0.29273 -1.41301 -0.85142  C12 1.257, C14 1.480
3 H 1.73403 0.04496 -1.20223  C14 1.086
4 H 0.76509 2.82928 1.23253  C11 1.093
5 H 0.93603 1.23411 2.20274  C11 1.080
6 H 0.39328 1.30894 0.49579  C11 1.087
7 H 1.23981 -0.89255 -2.63906  C14 1.090
8 H -2.22031 0.55995 3.60034  S10 1.353
9 H 0.14250 0.37064 -1.92837  C14 1.087
10 S -2.10233 0.33330 2.27177  H8 1.353, S13 2.110
11 C 0.41759 1.81706 1.45623  H4 1.093, H5 1.080, H6 1.087, S13 1.851
12 C -0.21745 -2.40327 -1.43275  H1 1.081, N2 1.257, H15 1.096
13 S -1.32193 2.25983 1.90787  S10 2.110, C11 1.851
14 C 0.89466 -0.39045 -1.73548  N2 1.480, H3 1.086, H7 1.090, H9 1.087
15 H -0.33095 -2.43565 -2.52226  C12 1.096

E_LUMO in eV: 0.61
Gap between HOMO and LUMO in eV: 9.368
Net charge: 0
Energy above the lowest of the compared OMol25 structures with the same formula, charge and spin in kJ/mol: 134.29
2S+1: 1
HOMO level in eV: -8.753